Molecular formula: H7N4OP
Method: DFT, wB97M-V/def2-TZVPD

Geometry as XYZ:
```
13
Properties=species:S:1:pos:R:3:forces:R:3:lowdin_charge:R:1
N -0.649136 -1.827853 -0.977655 0.0 0.5 -0.4 -0.13
N -0.166343 -1.479223 0.354713 1.1 0.6 -1.9 -0.34
P -0.836964 0.125042 0.800166 2.0 -1.5 1.4 0.82
O -0.476141 -0.244394 2.405619 -0.2 0.5 0.3 -0.38
N 0.474286 1.232360 0.563150 0.8 0.2 -0.4 -0.32
N 0.545201 2.181729 -0.566468 3.2 -0.8 2.7 -0.03
H -0.161801 -1.202342 -1.648651 -0.5 -1.0 0.2 0.06
H -0.393823 -2.801654 -1.136935 0.0 0.4 -0.2 0.06
H 0.871775 -1.426043 0.150730 -1.2 0.3 1.4 0.08
H -0.346020 -1.166998 2.733526 -0.3 1.0 -1.2 0.06
H 1.442641 0.876125 0.760982 -1.4 0.5 -0.3 0.09
H -0.200286 2.072270 -1.112719 -3.7 -1.4 -3.0 -0.02
H 0.413510 3.134439 -0.304536 0.3 0.7 1.3 0.05
```
Positions in Å, forces in eV/Å.

Values from the calculation:
Gap between HOMO and LUMO: 0.3651 Ha
Energy above the lowest of the compared OMol25 structures with the same formula, charge and spin: 2.602 eV
LUMO energy: 1.0 eV
Energy: -639.74515 hartree
Total charge: 0
Multiplicity: 1

=====

Molecular formula: H7O4
Method: DFT, wB97M-V/def2-TZVPD

Geometry as XYZ:
```
11
Properties=species:S:1:pos:R:3:forces:R:3:lowdin_charge:R:1
O 0.725625 0.023862 0.155769 0.1 0.1 -0.1 -0.43
H 1.549111 -0.434644 0.337651 0.0 -0.1 -0.1 -0.06
O -1.625430 0.208288 -1.137323 0.2 0.0 0.0 -0.13
H -1.390605 -0.153866 -1.999413 0.0 0.1 0.2 0.02
H -0.750144 0.229404 -0.654177 -0.1 -0.1 -0.2 -0.02
O 1.456757 2.355959 1.218038 -0.1 -0.2 -0.2 -0.16
H 1.301799 1.490356 0.716607 -0.1 0.0 0.1 -0.03
H 0.564071 2.477325 1.554934 0.0 0.2 0.1 0.00
O -0.468765 -2.456815 -0.013096 -0.2 0.0 -0.3 -0.14
H 0.016539 -1.596463 -0.099902 0.1 0.1 0.4 -0.03
H -1.378953 -2.143410 -0.079092 0.1 -0.1 0.0 0.00
```
Positions in Å, forces in eV/Å.

Values from the calculation:
Gap between HOMO and LUMO: 0.3369 Ha
Energy above the lowest of the compared OMol25 structures with the same formula, charge and spin: 0.149 eV
LUMO energy: 4.5 eV
Energy: -305.20496 hartree
Total charge: -1
Multiplicity: 1

=====

Molecular formula: H80O40
Method: DFT, wB97M-V/def2-TZVPD

Geometry as XYZ:
```
120
Properties=species:S:1:pos:R:3:forces:R:3:lowdin_charge:R:1
H 3.055771 2.682749 -1.089701 0.1 0.3 -0.7 0.02
H 3.990669 3.022327 0.022615 -0.2 -0.2 0.3 0.08
O 3.668859 2.251245 -0.472025 -0.2 0.6 0.6 -0.08
H -0.820625 5.668026 -1.985641 0.3 -0.4 -0.1 0.02
H -0.851303 5.456078 -3.492671 -0.1 -0.1 -0.4 0.03
O -0.296188 5.312180 -2.728437 -0.1 0.6 0.3 -0.07
H -4.998653 2.640422 1.919120 0.1 -0.1 0.0 0.05
H -4.556093 1.698523 0.814737 0.1 0.1 -0.3 0.01
O -5.035591 1.716582 1.645692 -0.5 0.4 -0.1 -0.06
H 5.090358 1.618258 -0.946775 0.4 -0.8 -0.3 -0.02
H 6.592068 1.763163 -0.963191 0.4 -0.1 -0.1 0.03
O 5.920163 1.092049 -1.108240 -0.4 0.8 0.4 -0.09
H -0.354955 -2.076183 -3.638641 0.4 -0.6 -0.1 0.02
H 0.826733 -2.143096 -2.588825 -0.4 -0.5 -0.6 0.02
O 0.092560 -1.620266 -2.932145 -0.3 1.4 0.8 -0.06
H -3.221722 -1.294308 0.511548 0.2 -0.7 -0.7 0.03
O -2.737247 -1.128609 -0.331602 -0.7 0.1 1.4 -0.07
H 0.513207 0.942900 2.554834 0.2 0.7 -0.2 0.01
O 0.112712 1.250238 1.730737 -1.2 -1.2 -1.4 -0.08
H 2.574878 0.338548 -4.333667 -0.2 -0.7 -0.9 0.03
H 2.525583 -0.900953 -5.307255 0.2 -0.2 0.4 0.03
O 2.250848 0.009561 -5.200647 0.1 0.8 0.4 -0.07
H -1.151936 2.298118 0.591640 -0.1 -0.7 -0.1 -0.01
H -1.679561 3.234618 1.597967 -1.2 -1.2 -0.6 0.06
O -2.015673 2.550251 0.936800 0.7 1.4 1.1 -0.09
H 0.604279 -1.021236 2.923934 1.0 -0.5 -1.2 0.03
H 1.694553 -0.550728 2.022268 0.5 -0.3 -0.5 0.04
O 1.172904 -1.347571 2.165009 -0.7 0.5 1.7 -0.10
H 4.789575 -0.353291 0.729015 -0.2 0.4 0.9 0.06
H 3.957632 -1.428538 1.179349 -1.0 0.8 0.4 0.04
O 4.256821 -0.558272 1.543946 0.9 -0.6 -1.6 -0.10
H 4.287347 -1.885839 -1.651594 0.0 -0.7 0.4 0.01
O 5.134349 -1.477254 -1.869221 -0.6 -0.4 0.0 -0.07
H 1.266465 2.271925 -4.430990 -0.5 -0.3 0.0 -0.01
H 1.269497 3.180963 -5.691380 0.1 -0.2 0.3 0.05
O 1.635354 3.077923 -4.805139 0.4 0.6 0.0 -0.06
H -0.272847 1.849715 6.299671 0.1 -0.3 -0.2 0.04
H -0.759221 0.518583 5.636601 0.6 -0.2 -0.2 -0.03
O -1.024733 1.386440 5.919677 -1.0 1.2 0.8 -0.06
H -0.498160 -4.905502 4.210423 -0.9 -0.2 0.2 0.03
H 0.727951 -4.634344 3.517576 -1.3 0.4 -1.3 0.05
O -0.259932 -4.719625 3.296727 2.1 0.0 1.3 -0.11
H -3.597763 -3.820842 3.297764 0.7 -0.1 -0.5 0.05
H -2.165641 -3.955920 2.608027 0.8 -0.1 0.6 -0.02
O -3.107179 -3.934018 2.462065 -1.3 0.2 -0.2 -0.07
H 0.677982 -4.247985 -4.164691 -0.2 0.4 -0.7 0.04
H 1.156533 -4.659631 -2.906163 0.5 0.1 0.6 0.00
O 1.317098 -3.932212 -3.524034 0.0 -0.9 0.0 -0.06
H 5.051399 -1.992196 2.511068 0.5 -0.3 -0.1 0.00
H 5.797979 -2.952748 1.556238 -0.2 0.1 0.4 0.04
O 5.494781 -2.863173 2.473824 -0.1 0.0 0.0 -0.08
H -3.182154 -4.434262 0.347371 0.0 0.8 -0.2 0.02
O -2.878856 -4.221854 -0.548411 0.5 -1.0 -0.5 -0.06
H 4.029362 4.100306 -2.497935 0.1 0.1 -1.0 0.05
H 2.510574 4.004202 -3.149066 0.7 0.1 -0.7 0.03
O 3.089446 4.018984 -2.373204 -1.0 0.0 1.2 -0.05
H -2.298583 4.706731 -1.072081 0.3 -0.3 0.6 0.00
O -1.796925 4.877077 -0.249860 -0.3 1.2 -0.9 -0.09
H 1.466760 -5.263930 0.209628 -0.1 0.4 0.4 0.02
H 0.778724 -4.815079 -1.069157 -0.4 0.2 0.3 -0.03
O 1.488282 -5.357549 -0.738591 1.6 -0.7 -0.1 -0.08
H -3.479112 -0.439533 2.607626 -0.1 0.2 -0.4 0.00
H -4.953278 0.064089 2.697973 0.9 0.2 0.3 0.04
O -4.154889 -0.150159 3.227653 -0.4 -0.6 0.5 -0.09
H -5.523147 -1.150331 -1.843830 0.0 0.8 0.1 0.02
H -4.790907 -1.340849 -3.201774 0.0 0.7 -0.1 -0.03
O -5.140594 -1.785527 -2.439353 -0.1 -1.5 0.1 -0.05
H -0.570418 -3.123636 0.753466 -0.3 0.1 -0.2 0.02
H 0.714587 -2.910279 1.564480 -0.4 -0.4 -1.3 0.02
O 0.350468 -3.387212 0.769351 0.5 0.1 0.9 -0.08
H 2.069241 -2.499038 -0.238723 -0.9 -0.3 -0.1 0.02
H 2.057982 -0.887766 -0.516254 0.2 -0.9 0.5 0.00
O 2.549280 -1.678878 -0.174795 1.2 0.1 -0.7 -0.08
H -4.069511 4.140694 -3.280191 0.2 -0.2 0.4 0.06
H -4.239038 4.488848 -1.803617 -0.2 -0.2 0.1 0.06
O -3.717127 3.935667 -2.396784 0.4 0.9 -0.6 -0.07
H 0.813863 0.574855 0.146479 -0.3 -1.2 -0.9 0.04
H 1.889008 1.439817 -0.434199 0.2 -0.6 -0.4 0.03
O 1.462564 0.575180 -0.588784 -0.4 0.9 0.4 -0.06
H -0.417329 -6.548974 -1.783984 0.1 -0.2 0.3 0.05
H -1.276661 -5.282020 -1.525746 -0.1 -0.1 -0.1 0.03
O -0.562498 -5.652496 -2.077492 -1.1 0.5 -0.8 -0.07
H -2.042687 0.380017 -4.269961 -0.3 -0.5 0.4 0.06
H -2.461023 -0.686825 -3.167360 0.1 0.2 0.0 0.05
O -2.647811 0.200645 -3.521346 0.4 0.2 -0.4 -0.07
H 0.993155 -0.546398 5.130194 0.4 0.0 -0.1 0.07
H -0.325137 -0.970956 4.354011 1.5 2.5 0.6 0.10
O 0.445245 -0.234711 4.399613 -1.4 -2.3 0.1 -0.13
H -5.036769 -0.088986 -4.769283 -0.8 0.1 -0.1 0.04
O -5.265669 0.781903 -4.403392 0.7 -0.4 -0.8 -0.09
H 3.232773 -3.669652 3.878632 0.7 1.1 -0.5 0.03
H 1.992791 -2.532393 3.503103 1.4 0.2 -0.5 0.01
O 2.330408 -3.388112 3.799220 -2.0 -1.5 0.8 -0.06
H -2.914109 -3.285807 -0.773720 -0.3 0.1 0.5 0.01
H -2.666953 -0.178798 -0.187826 0.5 0.5 -0.7 0.02
H -1.348352 4.044378 -0.076936 -0.2 -0.1 -0.3 -0.02
H 0.778084 1.554595 1.104618 0.3 0.9 1.5 0.02
H 4.767548 -0.648685 -2.169545 0.6 0.9 -0.2 0.00
H -4.344581 1.036519 -4.230816 -0.1 0.3 0.3 0.00
O 0.474799 3.179715 -1.148413 0.8 0.0 0.6 -0.06
H 0.769489 4.078486 -1.341110 -0.2 0.0 0.0 0.03
H 0.755934 2.680604 -1.930060 -0.7 -0.2 -0.1 0.00
O -1.696768 3.423407 3.917536 0.2 0.9 -0.9 -0.05
H -1.780705 3.689176 4.828523 -0.1 -0.2 0.4 0.02
H -1.873958 2.487719 3.872009 0.0 -0.5 0.3 0.01
O 0.200198 1.199206 -3.098458 1.1 0.2 0.0 -0.08
H 0.774160 0.546919 -2.643001 -0.8 0.2 -0.3 0.03
H -0.680399 0.813584 -3.082768 -0.1 -0.1 0.3 0.01
O 4.424410 2.289538 2.363460 1.1 -1.4 -2.0 -0.10
H 3.972002 1.569151 1.864708 -0.7 0.2 0.8 0.01
H 5.267251 2.060483 1.876262 -0.5 0.9 1.3 0.07
O 1.466668 2.399277 3.243368 1.1 -0.7 0.4 -0.05
H 1.039560 3.175559 3.597926 0.5 0.5 0.1 0.04
H 2.425958 2.417034 3.091130 -0.4 1.0 0.6 0.03
O -5.028646 1.746499 -1.858331 -0.9 -0.5 1.4 -0.08
H -4.105092 1.996485 -1.823865 0.0 0.1 -0.7 -0.01
H -5.363754 1.650145 -2.752524 0.4 -0.1 -0.1 -0.01
O -1.932842 -0.905605 4.760967 -1.0 -0.3 -0.3 -0.07
H -2.413767 -1.556713 4.241780 -0.1 -0.6 0.0 0.03
H -2.502407 -0.131524 4.585267 0.2 0.1 0.2 0.05
```
Positions in Å, forces in eV/Å.

Values from the calculation:
Gap between HOMO and LUMO (spin up / spin down): 0.0667 / 0.3628 Ha
Energy above the lowest of the compared OMol25 structures with the same formula, charge and spin: 1.875 eV
LUMO energy (spin up / spin down): 1.7 / 1.7 eV
Energy: -3057.48366 hartree
Total charge: -1
Multiplicity: 2

=====

Molecular formula: H80O40
Method: DFT, wB97M-V/def2-TZVPD

Geometry as XYZ:
```
120
Properties=species:S:1:pos:R:3:forces:R:3:lowdin_charge:R:1
H -3.571175 3.211493 -4.262518 1.6 0.8 1.6 0.07
H -3.189002 2.589406 -2.944754 0.3 0.5 0.0 -0.01
O -2.953260 3.391874 -3.471819 -1.8 -1.3 -1.7 -0.12
H -3.296570 -1.307003 3.748377 -0.1 0.1 -0.5 0.05
H -3.126007 -1.910095 2.331543 0.1 0.4 0.0 0.02
O -3.667093 -1.289057 2.841027 1.1 -0.5 0.3 -0.09
H -1.300116 5.732312 -1.194368 -0.1 -0.5 -0.1 0.05
H -0.278077 4.822463 -1.941014 -0.6 -1.3 -0.8 -0.01
O -0.373855 5.537557 -1.346999 0.9 1.6 0.8 -0.03
H 5.404015 -0.811500 3.658182 0.3 0.7 -0.4 0.02
H 5.594903 -2.305593 3.382477 1.2 -1.2 -1.7 -0.01
O 5.214326 -1.691257 3.954153 -1.4 0.6 2.1 -0.03
H -3.447529 2.056060 -0.920987 0.0 0.1 1.8 0.00
H -3.924628 0.563124 -1.440656 -0.2 -1.8 1.3 0.00
O -3.657708 1.433557 -1.589850 0.5 1.8 -3.0 -0.01
H 0.737513 -1.809299 5.897117 -0.6 0.6 0.6 0.04
O 0.438036 -1.337414 5.103034 1.3 0.3 1.7 -0.08
H 3.974768 -1.228657 -1.190908 -0.7 -0.5 0.4 0.02
O 4.825951 -0.794581 -1.118651 -0.3 0.8 -0.8 -0.06
H 0.611869 -0.701164 -1.118515 -0.6 -1.0 0.0 -0.04
H 1.178531 0.466962 -0.146755 0.1 -2.2 -1.5 0.02
O 1.259625 -0.019294 -1.020111 1.9 2.7 1.6 -0.08
H 0.708600 4.300070 5.060475 0.8 0.1 0.7 0.04
H 0.127920 4.719303 3.850703 1.6 1.0 0.1 0.04
O 0.992756 4.869565 4.330736 -2.2 -1.2 -0.3 -0.07
H 5.234012 1.956740 2.339568 -0.8 0.8 0.7 -0.02
H 5.098304 2.789827 3.808575 -2.2 1.6 0.9 -0.04
O 5.529951 2.231778 3.234054 3.2 -2.3 -1.3 -0.07
H -2.385019 0.695994 5.658825 -0.4 0.4 0.2 0.01
H -3.119271 0.849675 4.170970 1.7 -0.5 1.7 0.02
O -2.388595 0.417683 4.749076 -0.9 -0.3 -1.5 -0.12
H -1.836684 3.656274 1.325955 0.3 0.8 1.7 -0.02
O -2.040950 3.327183 0.484104 -1.2 -1.2 -1.6 -0.07
H 1.094066 3.576726 -5.358656 2.3 2.3 0.4 -0.06
H 0.040140 2.798730 -4.651556 1.1 0.1 -3.1 0.10
O 0.509801 2.909301 -5.585450 -3.3 -2.5 2.7 -0.08
H -0.407593 4.552594 2.227624 -0.4 -0.4 0.1 0.00
H 0.899655 4.713119 1.534381 -0.4 0.5 0.0 0.04
O 0.031290 5.150423 1.630704 0.8 0.0 -0.2 -0.04
H -1.175073 -0.015141 0.703145 -0.6 -0.6 0.2 0.04
H -1.706413 -0.942705 -0.323994 -0.2 -0.7 -2.0 -0.01
O -1.786710 -0.780063 0.589381 0.7 1.3 1.8 -0.04
H 1.169955 -2.581990 -2.229150 0.0 0.2 0.2 0.04
H 0.325656 -2.657142 -0.949888 0.0 -0.2 0.1 0.02
O 0.381454 -2.211387 -1.804014 -0.6 -0.7 -0.4 -0.06
H -3.448397 -4.011183 0.192564 1.0 -0.5 -0.5 0.04
H -3.015682 -5.328617 0.736136 0.1 -0.7 0.5 0.02
O -2.773396 -4.725082 0.041888 -1.2 1.3 0.2 -0.08
H -3.865730 -3.896907 -3.380097 1.1 0.5 -0.6 -0.02
H -4.050404 -5.034903 -2.432802 0.4 -0.2 0.3 0.02
O -4.502993 -4.268352 -2.783476 -1.4 -0.1 0.6 -0.07
H -3.847107 0.474135 -5.690161 -0.5 -0.8 0.0 0.05
O -3.733540 -0.239347 -5.045992 -0.1 -0.7 0.6 -0.07
H -0.415611 -5.301007 1.451623 0.9 0.1 -1.9 0.04
H 0.435893 -5.015657 -0.009884 -1.4 -0.9 1.5 0.02
O 0.161161 -5.668175 0.711399 0.2 0.4 0.3 -0.13
H -5.653695 -1.929055 2.415003 1.5 -1.2 -1.3 -0.02
O -6.110006 -1.318243 2.928924 -3.0 1.4 1.7 -0.05
H 3.647008 5.754915 -0.451982 -0.5 0.3 0.3 0.06
H 2.079771 5.767171 -0.191248 1.3 0.4 0.5 0.07
O 2.977121 5.776898 0.257901 -1.2 -0.2 -1.1 -0.07
H 4.040567 -2.215097 -3.298350 -0.6 -0.9 -0.3 0.03
H 3.135770 -1.552471 -4.303718 0.0 -2.9 1.2 0.08
O 3.305141 -2.521704 -3.883468 0.5 3.6 -0.8 -0.15
H 0.558386 -2.492178 -5.716442 -1.2 -0.1 0.3 0.05
H 1.212929 -2.949662 -4.502778 -3.1 0.4 0.0 0.08
O 0.222558 -2.697952 -4.811221 4.8 -0.3 -0.3 -0.12
H 2.256975 2.581462 4.121625 -1.0 0.9 1.1 0.01
H 2.181216 0.996175 3.867927 1.1 2.6 0.0 0.12
O 2.693271 1.873719 3.692365 0.2 -3.0 0.4 -0.07
H 1.334668 5.176940 -3.313043 0.5 0.2 -0.7 0.03
H 2.806463 4.938037 -3.175328 -0.1 -0.1 -0.7 0.04
O 2.140215 5.094150 -3.871494 -0.5 -0.1 1.3 -0.06
H 5.130400 0.309964 0.769830 0.2 -1.3 -0.5 0.03
H 4.486124 1.536217 0.187798 -1.9 1.4 -2.6 -0.03
O 4.938556 1.218483 0.905833 1.7 -0.2 3.0 0.00
H -1.660940 -6.223056 -1.914707 -0.2 -1.4 1.8 -0.01
H -1.220568 -5.727753 -3.191381 -1.0 1.3 1.2 0.09
O -1.714147 -5.409901 -2.364370 1.3 0.2 -3.3 -0.08
H 1.204422 -0.819078 -4.468191 2.1 1.9 1.9 0.10
H 1.722424 0.640048 -4.335219 -0.3 1.9 -0.7 0.00
O 1.946115 -0.202101 -4.004904 -2.1 -3.6 -1.4 -0.10
H -4.321520 3.154730 1.128697 -0.9 -0.3 -0.7 0.05
H -4.755378 1.726326 1.037893 0.4 -2.4 -0.4 -0.02
O -5.115253 2.577048 0.990294 0.0 2.8 0.2 -0.04
H 2.089456 2.296247 2.082490 -1.1 -2.7 -0.5 0.09
H 1.942543 0.709595 1.845683 0.1 0.7 -0.1 0.07
O 1.538997 1.564037 1.592693 0.6 1.2 0.1 -0.14
H -1.818672 -2.509458 -3.421338 1.0 1.1 0.8 0.02
O -2.565391 -2.720719 -3.942080 1.0 -5.0 -0.2 0.01
H 3.143424 -4.015018 3.436330 1.6 -0.8 0.8 0.02
H 1.959533 -4.827969 2.692183 0.2 -1.8 -0.2 0.02
O 2.323992 -4.023530 3.001284 -1.9 2.5 -0.3 -0.02
H -4.375723 -0.989114 -5.097333 0.4 1.7 -0.7 0.06
H 1.026444 -1.838775 4.545850 -0.1 -0.1 -1.4 -0.01
H -6.047543 -0.459766 2.510747 0.3 -0.1 -0.2 0.02
H 4.576001 0.050229 -1.546904 0.5 -0.4 0.2 0.06
H -1.292835 2.685770 0.281404 -0.6 0.9 0.2 -0.02
H -3.145617 -2.092672 -4.193038 -1.7 3.9 -0.7 -0.05
O 2.400584 -3.252642 0.373179 -1.1 -0.9 -0.6 -0.09
H 2.398475 -3.132123 1.325378 0.4 0.4 0.7 -0.02
H 1.662305 -3.927116 0.353835 1.2 0.8 -0.3 0.00
O 3.115851 3.024973 -0.097130 -2.1 1.2 0.9 -0.10
H 2.330697 2.729810 0.467847 1.8 -0.1 -1.3 0.01
H 2.998661 4.014885 0.016724 0.7 -1.2 -0.2 0.01
O -0.680072 -2.856889 3.625603 -1.2 -0.1 -1.0 -0.08
H -1.149756 -2.324490 2.947631 0.5 -0.3 0.5 0.03
H -0.176106 -3.491572 3.119825 0.3 -0.3 -0.4 -0.01
O 5.846258 -3.253092 0.259317 0.6 0.7 -1.2 -0.05
H 5.318236 -2.837862 -0.443285 0.7 0.1 0.1 0.01
H 5.146189 -3.549309 0.799503 -1.2 -0.9 1.3 -0.02
O -3.530460 2.109519 3.191014 -3.4 1.0 -3.8 -0.14
H -4.464985 2.533176 3.276173 2.2 -1.0 0.3 0.11
H -3.660918 1.906897 2.148606 1.5 0.3 4.0 0.08
O -4.169787 -1.983338 -1.010752 -2.2 -0.2 -1.6 -0.13
H -4.321685 -2.757372 -1.673779 0.4 1.2 1.2 0.03
H -5.018333 -1.439107 -1.120771 1.7 -1.3 0.4 0.07
O -0.141928 1.995580 -0.271829 1.5 0.0 -0.1 -0.07
H 0.834575 1.867235 -0.180434 -1.4 0.8 0.3 0.03
H -0.256957 1.818534 -1.195696 -0.4 -0.3 -1.0 0.07
```
Positions in Å, forces in eV/Å.

Values from the calculation:
Gap between HOMO and LUMO (spin up / spin down): 0.0717 / 0.3457 Ha
Energy above the lowest of the compared OMol25 structures with the same formula, charge and spin: 6.609 eV
LUMO energy (spin up / spin down): 1.4 / 1.4 eV
Energy: -3057.30970 hartree
Total charge: -1
Multiplicity: 2